Record 1
The following is a DFT calculation (ωB97M-V/def2-TZVPD) of an isolated molecule of C7H9NO2.

Results
Energy = -476.99140 hartree
Orbital gap (alpha / beta) = 4.599 / 4.211 eV
HOMO energy (alpha / beta) = -4.38 / -7.59 eV
Spin multiplicity = 3
ΔE to the lowest compared entry with this formula, charge and spin = 165.43 kcal/mol
Total charge = 0
⟨S²⟩ = 2.018

Last column: natural (NBO) charge in e.
Positions of all 19 atoms, in Å:
C: 0.364 0.358 1.643  -0.272
H: 0.658 -0.367 -2.405  0.243
H: 1.921 -0.183 0.209  0.217
H: 0.559 2.943 1.159  0.472
C: -0.591 -0.575 1.568  -0.258
H: -1.125 -0.530 -3.068  0.243
C: -0.348 -0.955 -2.382  -0.666
N: -2.096 -0.969 -0.478  0.099
C: -1.005 -1.383 0.417  -0.160
C: 1.419 0.673 0.735  -0.351
H: 2.959 1.999 -0.037  0.181
C: -0.931 -0.922 -0.977  0.217
H: -1.136 -0.648 2.497  0.206
H: -0.202 -1.892 -2.750  0.226
C: 1.994 1.830 0.519  0.145
H: -0.900 -2.416 0.493  0.234
O: -3.307 -0.948 -0.569  -0.316
O: 1.520 3.081 0.881  -0.667
H: 0.248 0.905 2.546  0.206

***

Record 2
The following is a DFT calculation (ωB97M-V/def2-TZVPD) of an isolated molecule of C17H21NO7.

Results
Energy = -1241.86635 hartree
Orbital gap = 8.840 eV
HOMO energy = -8.13 eV
Spin multiplicity = 1
ΔE to the lowest compared entry with this formula, charge and spin = 23.71 kcal/mol
Total charge = 0

Last column: natural (NBO) charge in e.
Positions of all 46 atoms, in Å:
C: 0.562 -1.057 -3.015  -0.298
H: -1.883 -0.205 -5.940  0.195
H: -3.912 2.732 -1.522  0.215
C: -1.843 2.566 -0.973  -0.078
H: 2.149 -1.949 -1.883  0.227
O: 2.418 -1.554 0.813  -0.637
O: -1.574 1.696 -2.059  -0.499
C: -3.066 3.390 -1.345  -0.615
O: 0.870 0.304 2.597  -0.518
H: -0.981 3.226 -0.801  0.161
H: -1.219 -3.167 2.251  0.198
H: -2.873 3.958 -2.251  0.210
C: -0.419 -0.080 -3.056  0.270
H: -3.308 4.072 -0.535  0.213
H: 0.843 -2.026 3.738  0.248
H: 0.690 -1.743 -3.837  0.220
O: -2.022 0.924 2.030  -0.568
O: 2.199 0.292 4.411  -0.581
C: 1.397 -1.175 -1.915  -0.170
H: -0.830 -1.996 4.340  0.225
C: -0.172 -1.698 3.525  -0.461
H: -2.039 1.991 -0.059  0.205
H: -3.049 -1.839 -4.491  0.218
O: -1.585 -1.237 1.693  -0.467
C: 3.149 0.692 2.212  -0.333
H: -0.315 -0.945 -5.557  0.168
H: 3.643 1.636 2.446  0.237
H: 3.876 -0.121 2.316  0.255
C: 1.285 -0.295 -0.854  -0.170
C: -0.258 -0.191 3.315  -0.013
C: -1.324 -0.750 -5.173  -0.061
H: 0.162 1.334 -0.020  0.225
C: 2.151 -0.466 0.338  0.692
C: 2.042 0.415 3.230  0.797
H: -2.101 -2.678 -5.728  0.215
O: -1.281 0.143 -4.079  -0.479
C: -2.043 -2.054 -4.840  -0.638
C: -0.676 -2.225 2.178  -0.084
C: 0.294 0.691 -0.876  -0.305
H: 2.265 1.559 0.513  0.400
N: 2.650 0.695 0.861  -0.608
H: -0.412 0.394 4.225  0.229
H: -1.519 -2.599 -4.058  0.212
H: 0.145 -2.326 1.459  0.218
C: -1.408 -0.068 2.290  0.780
C: -0.568 0.798 -1.952  0.348

***

Record 3
The following is a DFT calculation (ωB97M-V/def2-TZVPD) of a cluster of 4 separate species, CH10NO4 in total.

Results
Energy = -399.85617 hartree
Orbital gap = 8.987 eV
HOMO energy = -4.90 eV
Spin multiplicity = 1
ΔE to the lowest compared entry with this formula, charge and spin = 5.74 kcal/mol
Total charge = -1

Last column: natural (NBO) charge in e.
Positions of all 16 atoms, in Å:
N: 1.894 0.871 1.000  -0.873
C: 2.110 -0.086 -0.070  0.099
H: -1.739 1.253 0.376  0.524
H: -0.965 2.458 -0.255  0.443
O: -1.808 -1.509 -1.594  -1.000
H: -1.834 -1.110 -0.689  0.511
O: -1.118 -0.222 0.803  -1.294
H: 1.975 0.451 -1.012  0.128
O: -1.849 2.102 -0.150  -1.017
H: 0.922 1.131 0.980  0.386
H: -1.176 -0.900 -1.994  0.457
H: -1.438 -0.917 1.386  0.431
O: 1.273 -1.229 0.006  -0.787
H: 3.146 -0.440 -0.036  0.131
H: 2.167 0.460 1.876  0.346
H: 0.488 -0.919 0.524  0.515

***

Record 4
The following is a DFT calculation (ωB97M-V/def2-TZVPD) of a structure of composition C43H40GeN2O2ReS5Sb.

Results
Energy = -6308.76215 hartree
Orbital gap (alpha / beta) = 6.221 / 6.137 eV
HOMO energy (alpha / beta) = -10.55 / -10.57 eV
Spin multiplicity = 2
ΔE to the lowest compared entry with this formula, charge and spin = 14.64 kcal/mol
Total charge = +1
⟨S²⟩ = 0.814

Last column: Löwdin charge in e.
Positions of all 95 atoms, in Å:
C: 2.041 2.931 -4.332  -0.086
C: 7.380 0.656 -2.441  -0.037
C: -4.392 -2.061 -1.874  -0.079
C: 6.248 0.324 -1.502  -0.249
C: -4.016 6.234 0.282  -0.070
S: 1.643 -0.552 -1.956  0.147
C: -0.261 2.748 3.224  -0.140
H: -5.235 -1.388 -1.970  0.111
H: -2.799 -4.060 1.774  0.100
S: 1.950 -3.161 -4.887  -0.103
C: 1.370 2.550 -3.178  -0.159
C: -0.924 3.423 -0.575  -0.240
C: 4.707 0.970 0.253  -0.043
H: 1.887 3.271 -6.450  0.108
C: 1.368 2.969 -5.549  -0.094
H: 4.163 -2.246 -0.709  0.117
S: -0.120 -1.624 -2.011  0.074
C: -0.374 -3.678 0.584  -0.066
Sb: 1.352 -1.075 -4.891  0.606
C: -1.036 -1.270 0.805  -0.140
N: -0.678 1.247 1.365  -0.097
S: 2.841 -0.743 1.277  0.607
Ge: -1.018 1.747 -1.610  0.896
C: -0.635 2.234 -4.440  -0.150
H: -1.682 1.962 -4.511  0.088
H: -2.896 -4.651 -3.453  0.114
C: -3.327 4.166 -0.753  -0.041
C: 1.979 2.855 4.070  -0.034
H: -3.578 3.294 -1.329  0.070
H: 0.370 4.007 4.869  0.124
H: -0.507 2.658 -6.542  0.109
C: 5.752 1.272 -0.604  -0.023
O: 3.325 -0.836 2.618  -0.238
H: -4.799 6.949 0.499  0.108
C: 0.018 2.195 -3.210  -0.349
C: -2.455 -2.812 -0.628  -0.254
H: -3.459 1.094 -1.297  0.015
H: -1.793 -2.983 2.759  0.095
N: 1.730 0.477 1.146  -0.257
H: 3.430 1.572 3.103  0.110
C: -1.563 -2.705 0.613  -0.550
C: 4.615 -1.264 -0.683  -0.082
C: -2.780 1.160 -2.150  -0.265
C: 5.669 -0.943 -1.521  -0.021
C: 0.028 2.623 -5.601  -0.092
O: 2.143 -1.875 0.688  -0.376
H: -3.258 -2.368 1.969  0.085
H: 4.334 1.723 0.940  0.108
C: 0.320 3.693 -0.058  -0.134
C: -1.627 3.098 3.212  0.041
H: -2.599 1.116 0.670  0.095
C: -4.162 -3.030 -2.846  -0.083
C: 0.173 1.814 2.276  -0.174
H: -2.505 7.345 1.287  0.116
H: -1.996 3.831 3.921  0.136
C: 1.508 1.401 2.210  -0.249
C: -2.243 -3.785 -1.603  -0.084
C: 4.141 -0.301 0.199  -0.333
C: -0.392 5.762 0.923  -0.028
H: -3.521 2.761 2.269  0.126
H: 1.925 2.534 -2.248  0.081
C: 0.601 4.864 0.687  -0.063
H: -1.410 -4.471 -1.515  0.110
C: -1.704 5.529 0.437  -0.167
H: 6.049 -1.694 -2.205  0.126
H: -5.319 4.894 -0.813  0.108
H: 7.012 0.763 -3.464  0.088
C: -3.088 -3.892 -2.704  -0.080
C: -2.745 6.455 0.716  -0.031
C: -4.309 5.068 -0.463  -0.066
Re: 0.202 -0.090 -0.091  1.027
H: 0.272 -3.565 -0.290  0.050
C: -3.548 -1.958 -0.781  -0.058
H: 1.134 2.986 -0.200  0.080
C: 0.685 3.278 4.134  -0.012
H: -0.759 -4.700 0.608  0.100
H: 7.872 1.588 -2.163  0.079
H: -0.200 6.664 1.494  0.118
H: -1.322 -0.888 1.780  0.068
H: 2.710 3.244 4.767  0.118
H: -2.719 0.177 -2.609  -0.060
H: 8.130 -0.136 -2.449  0.087
H: 3.087 3.208 -4.281  0.107
S: -1.003 -1.153 -3.829  0.078
C: -2.470 2.511 2.313  -0.005
C: -1.953 1.586 1.400  -0.139
C: -1.984 4.359 -0.316  -0.169
C: -2.408 -3.045 1.856  -0.039
H: 0.247 -3.530 1.469  0.090
C: 2.402 1.907 3.103  0.002
H: -3.750 -1.203 -0.025  0.111
H: 6.200 2.259 -0.573  0.119
H: -4.821 -3.114 -3.701  0.109
H: 1.600 5.034 1.069  0.112
H: -3.195 1.865 -2.873  0.033

***

Record 5
The following is a DFT calculation (ωB97M-V/def2-TZVPD) of an isolated molecule of C14H18N6O4.

Results
Energy = -1173.47985 hartree
Orbital gap = 7.461 eV
HOMO energy = -7.56 eV
Spin multiplicity = 1
ΔE to the lowest compared entry with this formula, charge and spin = 139.39 kcal/mol
Total charge = 0

Last column: natural (NBO) charge in e.
Positions of all 42 atoms, in Å:
H: -2.052 -0.371 -1.734  0.240
H: -1.818 -2.293 -1.841  0.216
N: 2.827 3.945 0.534  -0.526
H: -2.216 -0.303 1.298  0.223
H: -3.493 0.483 0.363  0.230
C: -2.718 -0.299 0.317  -0.411
C: 2.636 3.372 -0.656  0.131
N: 1.193 2.195 -2.234  0.507
H: 2.898 -2.263 0.630  0.235
H: 1.510 -1.712 1.604  0.227
O: -0.285 1.357 2.827  -0.434
H: 2.658 -0.355 -0.878  0.216
C: 1.020 -2.556 -0.349  -0.213
C: 1.346 2.211 1.376  -0.051
C: -2.510 -2.870 0.165  -0.416
C: -1.691 0.026 -0.768  -0.471
H: 2.561 0.257 0.778  0.233
H: -2.080 -2.973 1.184  0.217
O: 0.367 1.258 -2.494  -0.543
H: -0.234 1.917 -0.008  0.219
O: 1.596 2.913 -3.132  -0.419
N: 0.788 0.206 -0.120  -0.365
H: 0.869 -3.583 -0.004  0.218
H: -4.232 -1.770 0.907  0.223
H: -0.995 -3.743 -1.123  0.223
N: -0.280 -1.896 -0.394  -0.394
N: 1.702 4.175 2.657  -0.132
C: 1.645 2.424 -0.902  -0.181
H: 1.437 -2.591 -1.367  0.208
H: 3.290 3.638 -1.524  0.229
H: -1.613 1.100 -0.900  0.261
O: 0.710 3.404 3.233  -0.177
N: 0.541 2.179 2.483  0.406
C: -1.412 -2.741 -0.907  -0.214
C: -3.460 -1.651 0.118  -0.392
C: 2.033 3.498 1.497  0.309
H: -3.090 -3.786 -0.052  0.221
C: -0.305 -0.557 -0.452  0.666
C: 0.843 1.600 0.085  -0.069
H: -3.983 -1.639 -0.863  0.197
C: 2.083 -0.409 0.057  -0.219
C: 1.916 -1.797 0.589  -0.430

***

Record 6
The following is a DFT calculation (ωB97M-V/def2-TZVPD) of a cluster of 6 separate species, C19H49NO11 in total.

Results
Energy = -1635.58255 hartree
Orbital gap = 8.900 eV
HOMO energy = -8.53 eV
Spin multiplicity = 1
ΔE to the lowest compared entry with this formula, charge and spin = 0.00 kcal/mol
Total charge = 0

Last column: Löwdin charge in e.
Positions of all 80 atoms, in Å:
H: 31.096 -1.648 -16.534  0.124
O: 29.507 -6.658 -25.217  -0.019
O: 26.014 5.829 -19.440  -0.068
H: 29.311 0.811 -19.541  0.045
C: 26.232 -4.962 -25.337  -0.147
H: 30.219 -3.594 -25.583  0.087
C: 28.923 -4.599 -24.178  -0.523
C: 27.183 -6.164 -25.230  -0.522
O: 30.573 1.149 -18.236  -0.089
H: 28.051 -2.805 -23.392  0.102
O: 31.833 1.819 -24.390  -0.081
H: 27.540 5.761 -20.833  0.124
H: 27.279 3.837 -18.552  0.124
H: 26.299 -4.544 -26.348  0.122
C: 22.301 2.721 -21.073  -0.240
H: 30.062 -1.293 -17.899  0.111
H: 25.495 5.579 -20.209  0.063
H: 27.563 -0.686 -19.084  0.128
H: 31.233 0.493 -23.005  0.120
H: 27.987 6.337 -19.237  0.115
C: 30.289 -4.074 -24.608  -0.033
H: 28.103 2.503 -20.357  0.029
H: 26.157 -4.247 -23.310  0.101
C: 30.975 1.518 -23.272  -0.212
H: 27.748 -7.812 -26.506  0.081
H: 31.455 2.565 -24.865  0.092
O: 21.539 3.779 -21.655  -0.058
O: 32.705 2.627 -21.988  -0.066
H: 27.230 -6.383 -27.411  0.087
C: 27.052 -0.780 -21.182  -0.248
C: 28.977 -5.070 -22.714  -0.024
H: 31.013 2.004 -18.272  0.096
H: 31.366 0.934 -16.321  0.129
O: 28.616 0.715 -20.212  -0.099
C: 23.779 2.989 -21.046  -0.233
H: 24.024 3.974 -20.631  0.106
O: 25.846 -0.059 -20.998  -0.052
H: 26.098 0.868 -20.899  0.067
O: 27.670 3.352 -20.530  -0.089
H: 22.116 1.790 -21.623  0.128
H: 27.687 -7.436 -23.523  0.070
H: 31.051 -4.850 -24.649  0.080
H: 21.937 2.567 -20.059  0.122
H: 28.840 -1.330 -20.129  0.116
H: 26.030 -7.363 -26.546  0.086
H: 29.933 1.613 -23.572  0.120
H: 30.646 -3.318 -23.900  0.084
H: 26.176 -6.520 -23.297  0.077
H: 27.978 -5.301 -22.335  0.069
H: 28.836 -1.283 -15.932  0.089
H: 25.225 -5.396 -25.315  0.126
H: 27.558 -0.433 -22.098  0.122
H: 33.053 2.455 -22.873  0.071
C: 27.857 4.210 -19.399  -0.236
C: 31.311 2.440 -22.097  -0.254
N: 28.539 -5.632 -25.139  -0.101
H: 21.632 3.747 -22.611  0.075
C: 27.050 -6.975 -26.517  -0.035
C: 27.390 5.591 -19.764  -0.241
H: 29.530 -6.009 -22.631  0.080
H: 30.801 3.402 -22.254  0.117
H: 28.046 -2.812 -25.157  0.124
C: 28.042 -0.577 -20.065  -0.230
C: 31.267 0.353 -17.238  -0.193
C: 26.792 -7.041 -24.024  -0.020
H: 32.236 0.090 -17.664  0.125
H: 28.934 4.283 -19.199  0.113
H: 26.832 -1.833 -21.357  0.113
H: 29.399 -4.293 -22.079  0.081
H: 26.317 -7.983 -24.316  0.084
C: 26.459 -3.888 -24.304  -0.181
O: 29.393 -0.518 -16.102  -0.051
H: 23.759 3.351 -22.942  0.065
H: 24.275 2.290 -20.370  0.114
H: 30.906 2.003 -21.182  0.096
O: 24.407 2.970 -22.343  -0.063
H: 29.362 -7.235 -24.452  0.079
C: 27.931 -3.442 -24.270  -0.131
C: 30.458 -0.867 -16.969  -0.257
H: 25.818 -3.021 -24.476  0.114

***

Record 7
The following is a DFT calculation (ωB97M-V/def2-TZVPD) of a structure of composition C14H23AlFI2O5.

Results
Energy = -1861.27364 hartree
Orbital gap = 7.976 eV
HOMO energy = -5.65 eV
Spin multiplicity = 1
Total charge = -1

Last column: natural (NBO) charge in e.
Positions of all 46 atoms, in Å:
H: 3.598 2.107 -2.170  0.199
O: -4.331 0.782 1.374  -0.571
C: -2.191 -0.843 1.433  -0.527
C: 3.204 -2.980 0.875  -0.274
F: 0.420 -4.762 -1.414  -0.783
C: -4.196 2.959 2.936  -0.729
I: 1.041 -2.338 3.075  0.060
C: 1.761 -3.474 1.361  -0.957
H: 3.622 -3.538 -0.026  0.239
O: -1.428 -2.907 0.433  -0.975
H: -2.978 -1.487 1.965  0.249
H: 0.274 -0.378 0.300  0.124
O: -2.251 1.631 0.901  -0.574
H: 0.966 -0.354 -3.039  0.241
H: -3.075 3.148 2.835  0.261
C: 2.711 1.515 -1.735  -0.632
I: 4.591 -3.480 2.543  -0.046
C: -2.892 0.587 1.202  0.797
H: -4.583 3.188 3.987  0.237
H: 2.450 -0.900 0.168  0.254
C: -0.552 0.502 -1.497  -0.440
H: -4.776 3.627 2.204  0.237
O: -4.866 0.697 3.640  -0.546
H: 4.259 -1.236 -0.017  0.212
C: 3.344 -1.398 0.668  -0.675
C: -4.474 1.399 2.676  0.795
C: -1.652 -1.508 0.064  0.102
H: 3.501 -0.920 1.690  0.224
H: -0.355 1.411 -0.830  0.224
H: 2.494 1.835 -0.661  0.210
C: -0.327 -0.807 -0.596  0.097
H: 1.060 3.940 -3.353  0.205
H: 1.945 1.850 -3.791  0.188
C: 0.831 3.248 -2.463  -0.641
H: -1.643 0.458 -1.869  0.202
C: 0.400 0.601 -2.783  -0.409
H: -1.291 -0.631 2.117  0.257
Al: 0.311 -3.445 -0.075  2.102
O: 0.463 -1.890 -1.107  -0.982
H: -2.495 -1.630 -0.722  0.167
H: -0.294 0.813 -3.684  0.193
H: 2.967 0.410 -1.850  0.222
C: 1.463 1.797 -2.741  -0.199
H: 1.359 3.733 -1.560  0.202
H: 1.900 -4.561 1.730  0.239
H: -0.284 3.230 -2.193  0.221

***

Record 8
The following is a DFT calculation (ωB97M-V/def2-TZVPD) of an isolated molecule of C2H3N3O.

Results
Energy = -317.40955 hartree
Orbital gap = 9.471 eV
HOMO energy = -8.73 eV
Spin multiplicity = 1
ΔE to the lowest compared entry with this formula, charge and spin = 77.04 kcal/mol
Total charge = 0

Last column: natural (NBO) charge in e.
Positions of all 9 atoms, in Å:
N: 1.948 -0.380 0.166  -0.758
C: 0.661 -0.177 -0.064  0.639
O: -0.201 -1.351 -0.004  -0.448
C: -1.458 -0.594 0.075  0.315
H: -2.306 -1.331 -0.104  0.223
N: -0.010 0.857 -0.046  -0.432
H: 2.566 0.584 -0.113  0.328
H: 0.143 1.757 -0.057  0.410
N: -1.344 0.635 0.147  -0.278

***

- Which of these has the highest total charge?
  C43H40GeN2O2ReS5Sb

***

- What is the formula in the eighth record?
  C2H3N3O

***

- total charge of number 8 (C2H3N3O)?
  0